# 1
Below is 3 unconnected molecules or ions with the total composition C34H27ClNO6, with properties calculated with ωB97M-V/def2-TZVPD.

Properties
Charge: -1
Lowest unoccupied orbital energy, eV: 0.38

Atoms and positions in Å:
C1 -0.9182 0.2950 2.7883
C2 -1.0599 1.3399 1.6806
C3 0.2800 1.9892 1.3686
C4 0.3290 2.9252 0.1582
C5 -1.0089 3.5928 -0.1681
N1 1.4162 3.8856 0.3465
Cl1 1.0529 5.1940 1.4179
C6 0.7538 2.1536 -1.1448
O1 1.0071 2.9059 -2.1152
O2 0.7625 0.9199 -1.1093
H1 -0.3834 0.7312 3.6347
H2 -1.8839 -0.0733 3.1317
H3 -0.3106 -0.5333 2.4234
H4 -1.4882 0.8612 0.7978
H5 -1.7886 2.0913 2.0013
H6 1.0035 1.1877 1.2252
H7 0.5936 2.5371 2.2635
H8 -0.8769 4.1475 -1.0966
H9 -1.3467 4.2647 0.6202
H10 -1.7860 2.8512 -0.3454
H11 1.6795 4.2616 -0.5586
C7 1.5685 4.0409 -10.2858
C8 0.9162 3.0803 -11.0525
C9 0.1573 2.1008 -10.4369
C10 0.0535 2.0707 -9.0510
C11 0.7210 3.0225 -8.2824
C12 1.4712 4.0117 -8.9055
C13 0.6578 2.9941 -6.7854
O3 1.2342 3.8402 -6.1395
C14 -0.1265 1.9046 -6.1429
C15 -0.1670 1.8165 -4.7551
C16 -0.9001 0.8079 -4.1511
C17 -1.6069 -0.1050 -4.9244
C18 -1.5732 -0.0237 -6.3070
C19 -0.8286 0.9728 -6.9238
C20 -0.7843 1.0161 -8.4067
O4 -1.4030 0.2230 -9.0907
H12 2.1565 4.8111 -10.7683
H13 1.0006 3.0989 -12.1316
H14 -0.3589 1.3521 -11.0218
H15 1.9769 4.7499 -8.2986
H16 0.3868 2.5100 -4.1283
H17 -0.9017 0.7381 -3.0700
H18 -2.1801 -0.8890 -4.4458
H19 -2.1154 -0.7339 -6.9159
C21 -3.2025 -3.7270 8.4432
C22 -3.2627 -2.6783 7.5308
C23 -2.1868 -2.4161 6.7006
C24 -1.0418 -3.1975 6.7856
C25 -0.9740 -4.2394 7.7122
C26 -2.0618 -4.5053 8.5347
C27 0.2585 -5.0682 7.8470
O5 0.3143 -5.9790 8.6478
C28 1.4201 -4.7401 6.9726
C29 2.5971 -5.4654 7.1102
C30 3.6813 -5.1821 6.2979
C31 3.5940 -4.1778 5.3391
C32 2.4257 -3.4489 5.1996
C33 1.3387 -3.7228 6.0194
C34 0.0993 -2.9074 5.8697
O6 0.0219 -2.0352 5.0350
H20 -4.0482 -3.9339 9.0859
H21 -4.1525 -2.0659 7.4673
H22 -2.2239 -1.6074 5.9832
H23 -2.0040 -5.3200 9.2430
H24 2.6546 -6.2469 7.8551
H25 4.5985 -5.7455 6.4087
H26 4.4407 -3.9624 4.7011
H27 2.3478 -2.6643 4.4594

natural (NBO) atomic charge list, values in e, 4 entries: -0.594, -0.395, -0.397, -0.023


# 2
Below is a molecular structure, C34H27NO6PPdS, with properties calculated with ωB97M-V/def2-TZVPD.

Properties
Relative energy (zero: lowest compared OMol25 entry of this formula, charge and spin), kJ/mol: 0.0
Charge: -1
Lowest unoccupied orbital energy, eV: 2.63

Atoms and positions in Å:
Pd1 0.5976 -0.1224 0.2305
C1 0.5107 6.6263 0.8785
O1 1.8217 6.1526 0.6553
C2 1.9638 4.8285 0.3573
C3 3.2873 4.3933 0.1807
C4 3.5011 3.0696 -0.1244
C5 2.4467 2.1659 -0.2856
C6 2.7094 0.8097 -0.7869
C7 3.9960 0.1116 -0.4150
O2 1.9426 0.2438 -1.5794
C8 1.1147 2.5901 -0.0475
O3 0.0840 1.7901 -0.0581
C9 0.9022 3.9550 0.2505
H1 0.6064 7.6831 1.1162
H2 0.0367 6.1073 1.7157
H3 -0.1133 6.5088 -0.0113
H4 4.0987 5.0997 0.2832
H5 4.5168 2.7253 -0.2790
H6 4.3860 0.4486 0.5430
H7 4.7400 0.3087 -1.1916
H8 3.8030 -0.9603 -0.4096
H9 -0.1207 4.2555 0.4251
C10 -7.2846 -0.3560 0.9285
C11 -6.6195 -1.3694 0.2534
C12 -5.2673 -1.2452 -0.0402
C13 -4.5618 -0.1018 0.3275
C14 -5.2467 0.9161 0.9924
C15 -6.5928 0.7888 1.3012
P1 -2.7716 0.1841 -0.0119
C16 -2.4451 -1.1667 -1.2081
C17 -1.8675 -2.3873 -0.8734
C18 -1.6085 -3.3393 -1.8524
C19 -1.9300 -3.0834 -3.1764
C20 -2.5137 -1.8714 -3.5206
C21 -2.7584 -0.9182 -2.5447
C22 -2.0391 -0.4652 1.5398
C23 -2.8081 -0.9600 2.6011
C24 -2.2468 -1.3352 3.8072
C25 -0.8816 -1.2171 3.9885
C26 -0.0893 -0.7622 2.9466
C27 -0.6446 -0.3871 1.7253
H10 -8.3381 -0.4554 1.1596
H11 -7.1522 -2.2650 -0.0424
H12 -4.7543 -2.0457 -0.5593
H13 -4.7102 1.8168 1.2706
H14 -7.1048 1.5872 1.8245
H15 -1.6105 -2.5955 0.1576
H16 -1.1422 -4.2770 -1.5815
H17 -1.7092 -3.8190 -3.9390
H18 -2.7572 -1.6599 -4.5545
H19 -3.1850 0.0402 -2.8216
H20 -3.8815 -1.0520 2.4745
H21 -2.8779 -1.7202 4.5995
H22 -0.4249 -1.4915 4.9331
H23 0.9841 -0.7113 3.0808
O4 1.6953 -4.7677 -2.8372
S1 2.3231 -4.6608 -1.5477
O5 3.6396 -5.2231 -1.4014
N1 2.2815 -3.1306 -0.9908
C28 1.5110 -3.0291 0.0664
O6 1.2953 -1.9968 0.7587
C29 0.8821 -4.3180 0.5153
C30 0.0308 -4.5195 1.5863
C31 -0.4577 -5.8052 1.7890
C32 -0.0955 -6.8498 0.9398
C33 0.7672 -6.6380 -0.1310
C34 1.2418 -5.3556 -0.3154
H24 -0.2428 -3.6906 2.2304
H25 -1.1331 -5.9987 2.6128
H26 -0.4965 -7.8405 1.1143
H27 1.0495 -7.4433 -0.7962

Löwdin atomic charge list, values in e, 4 entries: 0.982, -0.099, -0.089, -0.287


# 3
Below is a molecular structure, C34H28AsCl3HfN5O3S2, with properties calculated with ωB97M-V/def2-TZVPD.

Properties
Relative energy (zero: lowest compared OMol25 entry of this formula, charge and spin), kJ/mol: 125.4
Charge: +1
Lowest unoccupied orbital energy, eV: -2.48

Atoms and positions in Å:
Hf1 -0.2391 -0.5299 -0.3316
O1 -3.3056 2.1363 -0.5415
C1 -2.7577 1.0553 -0.6984
N1 -2.0750 0.3104 0.1968
C2 -2.1935 0.5288 1.5796
C3 -3.0739 1.4168 2.1970
C4 -3.1730 1.4495 3.5791
C5 -2.4074 0.6000 4.3597
C6 -1.5088 -0.2711 3.7669
C7 -1.3800 -0.3067 2.3820
N2 -0.4441 -1.0983 1.6859
C8 -0.0068 -2.2614 2.2197
O2 -0.3393 -2.7831 3.2726
C9 1.0472 -2.9238 1.3654
C10 1.4777 -4.2085 1.6770
C11 2.4853 -4.7751 0.9150
C12 3.0761 -4.0045 -0.0770
C13 2.5957 -2.7235 -0.3009
N3 1.5680 -2.2007 0.3671
C14 -2.8494 0.3552 -2.0300
C15 -3.9162 0.6679 -2.8669
C16 -4.1000 -0.0733 -4.0195
C17 -3.1704 -1.0562 -4.3240
C18 -2.1018 -1.2508 -3.4640
N4 -1.9459 -0.5909 -2.3147
H1 -3.6817 2.0732 1.5945
H2 -3.8553 2.1460 4.0438
H3 -2.5133 0.6036 5.4328
H4 -0.9162 -0.9337 4.3760
H5 1.0060 -4.7205 2.5007
H6 2.8132 -5.7846 1.1063
H7 3.9022 -4.3815 -0.6611
H8 3.0596 -2.0785 -1.0356
H9 -4.5748 1.4731 -2.5806
H10 -4.9455 0.1067 -4.6636
H11 -3.2626 -1.6647 -5.2096
H12 -1.3418 -1.9755 -3.7238
Cl1 0.9526 -6.3790 -4.4086
C19 0.8926 -4.8209 -3.6844
C20 0.0433 -4.6020 -2.6089
C21 -0.0159 -3.3433 -2.0392
Cl2 -1.1401 -3.0312 -0.7514
C22 0.7601 -2.2583 -2.4902
O3 0.7161 -1.0673 -1.9540
C23 1.5926 -2.5334 -3.5992
Cl3 2.5179 -1.2276 -4.2240
C24 1.6679 -3.7812 -4.1843
H13 -0.5766 -5.3941 -2.2221
H14 2.3248 -3.9349 -5.0279
S1 0.2917 3.4133 -3.2838
C25 0.1524 1.7877 -2.7544
N5 -0.1035 1.6022 -1.4961
C26 -0.2044 2.8074 -0.8371
C27 -0.4395 2.9862 0.5255
C28 -0.5133 4.2658 1.0318
C29 -0.3386 5.3745 0.2017
C30 -0.0770 5.2214 -1.1428
C31 -0.0137 3.9347 -1.6570
H15 0.3066 0.9794 -3.4460
H16 -0.6002 2.1213 1.1556
H17 -0.7236 4.4153 2.0827
H18 -0.4065 6.3670 0.6174
H19 0.0727 6.0803 -1.7744
C32 3.7609 0.8418 3.1423
As1 2.3166 1.7649 2.2133
C33 0.9876 1.9953 3.6350
C34 3.0122 3.5547 1.8510
S2 2.0357 0.7954 0.3508
H20 4.0715 1.4082 4.0193
H21 4.6081 0.7120 2.4686
H22 3.4027 -0.1409 3.4507
H23 1.4642 2.5871 4.4175
H24 0.7067 1.0237 4.0393
H25 0.0962 2.5133 3.2950
H26 3.3221 4.0365 2.7769
H27 2.2522 4.1565 1.3534
H28 3.8696 3.4444 1.1867

Löwdin atomic charge list, values in e, 4 entries: 1.430, 0.086, -0.476, -0.058


Looking at electronic energy for the records above, in order, we have -61996.526 -73076.874 -170690.345 eV.
Looking at Kohn-Sham gap for the records above, in order, we have 5.496 7.787 7.799 eV.